{"formula": "C3H12O5", "method": "the ωB97M-V functional and the def2-TZVPD basis", "e_lumo_ev": 0.53, "total_energy_ha": -497.6796, "relative_energy_kj_mol": 125.7, "orbital_gap_ev": 10.0, "e_homo_ev": -9.47, "charge": 0, "species": ["H", "O", "O", "H", "H", "C", "O", "C", "H", "H", "C", "H", "H", "H", "O", "H", "H", "O", "H", "H"], "positions_angstrom": [[-1.825, -0.219, 0.925], [-2.008, -1.323, 0.463], [-0.955, 0.540, 1.367], [-1.993, -1.181, -0.526], [-1.399, -1.948, 0.936], [-0.322, 1.093, 0.352], [-0.964, 1.207, -0.698], [1.091, 1.599, 0.750], [1.151, 2.661, 0.453], [1.138, 1.599, 1.861], [2.438, 0.824, 0.313], [2.558, 1.030, -0.760], [3.368, 1.339, 0.729], [2.418, -0.191, 0.565], [-2.523, -0.538, -2.047], [-3.469, -0.390, -2.107], [-2.269, 0.438, -2.089], [0.794, -2.231, -0.302], [1.595, -2.733, -0.485], [1.178, -1.575, 0.301]]}